(1)
Computed, not measured: a molecular structure, C30H68ClO26P4 at a distorted geometry, with ωB97M-V/def2-TZVPD.

Geometry as ORCA input:
```
! RIJCOSX wB97M-V def2-TZVPD def2/J DEFGRID3
* xyz -1 1
Cl -2.161 3.477 2.508
O -2.116 3.651 1.081
O -1.515 2.262 2.854
O -1.700 4.648 3.088
O -3.584 3.350 2.882
C -0.331 4.322 9.020
C -0.876 3.013 9.618
O -1.722 3.465 10.639
C -1.689 4.785 10.715
O -2.335 5.404 11.552
O -1.020 5.260 9.713
H -0.646 4.444 7.984
H 0.739 4.304 9.225
H 0.012 2.455 9.915
H -1.330 2.459 8.797
C -8.834 4.567 5.277
C -7.642 5.120 5.991
O -8.312 5.936 7.011
C -9.498 6.156 6.684
O -10.222 6.964 7.357
O -9.872 5.372 5.735
H -8.978 3.518 5.534
H -8.609 4.635 4.213
H -7.226 5.872 5.321
H -6.825 4.536 6.415
C 2.771 -2.632 5.281
C 2.155 -2.224 6.578
O 2.179 -3.548 7.243
P 0.819 -3.946 8.152
O 0.398 -2.931 9.196
O 1.146 -5.422 8.761
C 0.699 -6.623 8.047
C 1.019 -7.977 8.882
O -0.203 -4.251 7.012
C -1.471 -3.760 7.258
C -2.227 -3.519 5.899
H 3.724 -3.160 5.247
H 2.136 -3.401 4.842
H 2.873 -1.753 4.645
H 2.687 -1.416 7.081
H 1.133 -1.892 6.398
H -0.317 -6.553 7.660
H 1.120 -6.946 7.095
H 0.521 -8.003 9.851
H 0.755 -8.867 8.311
H 2.082 -8.050 9.111
H -2.147 -4.424 7.797
H -1.489 -2.856 7.868
H -1.915 -4.130 5.052
H -3.209 -3.795 6.281
H -2.315 -2.466 5.634
C -2.874 1.164 -11.471
C -4.020 1.232 -10.484
O -3.569 0.629 -9.287
P -4.191 -0.840 -8.858
O -5.624 -1.135 -9.211
O -3.012 -1.769 -9.493
C -3.319 -3.127 -9.478
C -2.122 -3.740 -10.250
O -3.838 -0.944 -7.273
C -4.193 0.173 -6.495
C -3.095 1.173 -6.328
H -1.904 0.812 -11.119
H -3.024 0.495 -12.319
H -2.534 2.172 -11.705
H -4.136 2.278 -10.200
H -4.896 0.732 -10.899
H -3.317 -3.660 -8.527
H -4.293 -3.286 -9.942
H -1.967 -3.383 -11.268
H -1.233 -3.493 -9.669
H -2.073 -4.827 -10.188
H -5.166 0.641 -6.642
H -4.183 -0.350 -5.538
H -3.134 1.924 -7.116
H -3.256 1.693 -5.383
H -2.142 0.649 -6.255
C 7.326 7.102 -4.160
C 7.883 7.679 -2.830
O 6.918 7.396 -1.828
P 5.491 8.119 -1.668
O 5.390 8.985 -0.373
O 5.306 8.984 -3.084
C 4.471 10.099 -2.993
C 4.683 10.931 -4.238
O 4.414 6.997 -1.912
C 3.662 6.487 -0.838
C 4.564 5.779 0.182
H 6.590 6.327 -3.951
H 6.882 7.840 -4.829
H 8.175 6.613 -4.637
H 8.654 7.026 -2.420
H 8.228 8.711 -2.886
H 3.424 9.827 -3.128
H 4.632 10.801 -2.175
H 5.611 11.495 -4.339
H 4.664 10.454 -5.218
H 3.943 11.730 -4.272
H 3.121 7.302 -0.357
H 2.999 5.804 -1.369
H 4.006 5.087 0.811
H 5.398 5.311 -0.341
H 4.959 6.406 0.982
C 0.436 -8.649 -5.136
C 0.207 -8.384 -3.629
O 1.363 -7.793 -3.154
P 1.449 -7.199 -1.609
O 0.247 -7.535 -0.720
O 1.791 -5.680 -1.785
C 0.907 -4.821 -2.425
C 0.146 -3.872 -1.414
O 2.881 -7.649 -1.045
C 2.972 -8.869 -0.372
C 4.405 -9.234 -0.654
H 0.390 -7.760 -5.765
H 1.318 -9.249 -5.358
H -0.346 -9.301 -5.526
H -0.698 -7.824 -3.394
H 0.095 -9.375 -3.189
H 1.538 -4.133 -2.989
H 0.332 -5.351 -3.184
H -0.203 -4.440 -0.552
H 0.800 -3.135 -0.949
H -0.572 -3.463 -2.125
H 2.822 -8.543 0.657
H 2.249 -9.579 -0.774
H 4.674 -9.643 -1.628
H 5.130 -8.467 -0.378
H 4.758 -9.982 0.056
*
```

Results
HOMO: -5.8 eV
relative energy (zero: lowest compared OMol25 entry of this formula, charge and spin): 6.551 eV
calculated total energy: -135124.91215 eV

---

(2)
Computed, not measured: 4 unconnected molecules or ions with the total composition C30H70B2IN3O17P3 at a distorted geometry, with ωB97M-V/def2-TZVPD.

Geometry as ORCA input:
```
! RIJCOSX wB97M-V def2-TZVPD def2/J DEFGRID3
* xyz 1 1
C -2.041 1.831 -2.285
C -1.500 3.035 -3.194
C -0.034 3.561 -2.831
I 0.842 4.844 -4.408
N 0.911 2.571 -2.281
C 1.217 1.378 -2.816
N 2.158 0.590 -2.000
C 2.656 -0.625 -2.682
C 3.232 -1.765 -1.732
C 2.251 -2.245 -0.570
O 0.853 -1.886 -0.757
C 0.346 -1.461 0.510
C -0.860 -2.265 1.215
O 0.755 -0.448 1.113
C 1.627 -1.317 -3.702
C 0.259 -0.519 -3.888
B -0.739 -1.137 -5.019
C -2.288 -1.468 -4.576
O -0.385 -1.457 -6.374
N 0.586 0.936 -4.044
B 1.337 1.267 -5.302
O 2.752 1.114 -5.468
O 0.570 1.789 -6.403
H -1.330 1.475 -1.478
H -2.289 0.969 -3.006
H -3.061 2.165 -1.873
H -2.212 3.936 -3.206
H -1.460 2.683 -4.289
H -0.218 4.330 -1.994
H 1.382 2.829 -1.395
H 1.774 0.419 -1.059
H 3.543 -0.286 -3.335
H 4.230 -1.437 -1.263
H 3.490 -2.665 -2.382
H 2.289 -3.396 -0.558
H 2.701 -1.920 0.426
H -0.830 -2.158 2.352
H -1.814 -1.775 0.815
H -0.825 -3.374 0.967
H 1.377 -2.351 -3.256
H 2.138 -1.558 -4.705
H -0.302 -0.609 -2.885
H -2.289 -1.569 -3.438
H -2.996 -0.615 -4.842
H -2.591 -2.460 -5.065
H 0.094 -2.316 -6.392
H 2.886 0.247 -5.902
H -0.387 1.743 -6.175
O 3.552 -4.283 7.573
P 2.459 -4.451 6.517
O 1.193 -3.890 7.431
C 1.171 -2.518 7.798
C 0.855 -1.627 6.613
O 2.222 -6.075 6.752
C 3.227 -6.862 7.389
C 3.031 -6.893 8.897
O 1.351 -4.625 5.215
C 1.553 -3.889 4.016
C 3.006 -3.694 3.633
H 2.119 -2.229 8.262
H 0.388 -2.404 8.553
H 1.690 -1.621 5.904
H 0.686 -0.595 6.933
H -0.034 -1.980 6.086
H 4.223 -6.505 7.121
H 3.147 -7.879 6.996
H 2.818 -5.907 9.313
H 3.918 -7.296 9.391
H 2.177 -7.525 9.154
H 1.047 -2.923 4.100
H 1.045 -4.436 3.217
H 3.570 -3.184 4.419
H 3.080 -3.092 2.725
H 3.489 -4.658 3.449
O -5.345 -4.738 9.807
P -4.634 -4.557 8.465
O -4.973 -2.944 8.262
C -4.386 -2.006 9.150
C -2.902 -1.841 8.889
O -5.845 -5.179 7.517
C -6.844 -6.019 8.089
C -8.028 -5.206 8.591
O -3.724 -4.481 7.013
C -2.330 -4.769 7.044
C -1.930 -5.848 8.027
H -4.570 -2.295 10.189
H -4.890 -1.051 8.981
H -2.357 -2.745 9.181
H -2.493 -1.008 9.468
H -2.710 -1.658 7.830
H -6.418 -6.639 8.881
H -7.185 -6.705 7.309
H -7.722 -4.323 9.155
H -8.672 -5.819 9.226
H -8.620 -4.842 7.748
H -1.778 -3.847 7.243
H -2.049 -5.085 6.035
H -2.227 -5.596 9.051
H -0.848 -5.986 8.017
H -2.404 -6.800 7.768
O 1.002 7.702 -11.114
P 1.468 8.680 -10.034
O 0.848 7.863 -8.728
C 1.400 6.602 -8.385
C 2.783 6.742 -7.780
O 0.245 9.783 -10.228
C -0.512 9.810 -11.436
C -1.722 8.894 -11.350
O 2.129 9.814 -8.929
C 3.539 9.996 -8.870
C 4.244 9.872 -10.205
H 1.421 5.943 -9.258
H 0.728 6.152 -7.649
H 3.504 7.065 -8.537
H 3.133 5.787 -7.377
H 2.784 7.482 -6.976
H 0.120 9.563 -12.292
H -0.851 10.838 -11.589
H -1.481 7.918 -10.924
H -2.160 8.743 -12.339
H -2.484 9.333 -10.700
H 3.963 9.294 -8.148
H 3.714 10.997 -8.467
H 4.066 8.897 -10.671
H 5.321 9.989 -10.076
H 3.893 10.641 -10.900
*
```

Results
HOMO: -10.9 eV
relative energy (zero: lowest compared OMol25 entry of this formula, charge and spin): 8.641 eV
calculated total energy: -108836.23423 eV